No. 1
{"formula": "C4H12NS", "method": "ωB97M-V with the def2-TZVPD basis set", "symbols": ["C", "C", "C", "N", "C", "S", "H", "H", "H", "H", "H", "H", "H", "H", "H", "H", "H", "H"], "coordinates": [[0.9323, -1.3254, -0.3577], [0.0167, -0.2401, -0.0001], [-0.9914, -0.4446, 1.0337], [-0.6471, 0.3033, -1.3316], [1.0425, 1.1706, 0.2637], [0.1372, 2.7693, 0.0779], [1.9918, -0.8996, 0.0103], [1.1470, -1.3550, -1.4095], [0.9087, -2.2368, 0.1225], [-0.8412, -1.4818, 1.4454], [-1.9745, -0.3577, 0.6498], [-0.9812, 0.2535, 1.8321], [-0.0147, 0.4471, -2.0387], [-1.1335, 1.2851, -0.9469], [-1.3954, -0.2919, -1.6984], [1.5081, 0.8789, 1.1970], [1.7072, 1.1244, -0.5316], [-0.6045, 2.9332, 1.2589]], "total_charge": 1, "e_tot_ev": -16659.80484, "smiles": "CC(C)([NH3+])CS", "homo_ev": -13.818, "de_lowest_ev": 1.855, "lumo_energy_ha": -0.119, "gap_ev": 10.59}

---

No. 2
{"formula": "C3H4Br2S", "method": "ωB97M-V with the def2-TZVPD basis set", "symbols": ["C", "C", "C", "S", "Br", "Br", "H", "H", "H", "H"], "coordinates": [[-0.2800, -0.8779, -1.2508], [0.4467, -0.0984, -0.5111], [0.1072, -0.0495, 1.0825], [-0.7651, 1.4501, 1.4305], [1.3333, 1.4123, -1.1705], [1.8100, -0.0094, 1.9073], [-0.3152, -0.9421, -2.2874], [-0.8663, -1.5666, -0.7074], [-0.3752, -1.0746, 1.2863], [-1.0954, 1.7561, 0.2205]], "e_tot_ev": -154090.12043, "homo_ev": [-5.890, -9.514], "de_lowest_ev": 2.051, "lumo_energy_ha": [0.024, -0.114], "spin_multiplicity": 3, "gap_ev": [6.53, 6.42]}

---

No. 3
{"formula": "C27H33N6O3Rh", "method": "ωB97M-V with the def2-TZVPD basis set", "symbols": ["Rh", "O", "C", "N", "C", "C", "C", "C", "C", "C", "N", "C", "O", "C", "C", "C", "C", "C", "N", "C", "C", "C", "C", "C", "N", "H", "H", "H", "H", "H", "H", "H", "H", "H", "H", "H", "H", "C", "N", "C", "C", "O", "N", "C", "C", "H", "H", "H", "H", "H", "H", "H", "H", "H", "H", "H", "H", "C", "C", "C", "C", "H", "H", "H", "H", "H", "H", "H", "H", "H"], "coordinates": [[-0.2918, 1.5289, -0.1288], [-2.2427, 3.0743, 3.1333], [-1.3088, 2.5721, 2.4997], [-0.8623, 2.9091, 1.2966], [-1.1968, 4.1691, 0.7467], [-1.1792, 5.3620, 1.4478], [-1.4802, 6.5540, 0.7954], [-1.7914, 6.5470, -0.5540], [-1.7960, 5.3489, -1.2621], [-1.5071, 4.1635, -0.6055], [-1.4316, 2.8926, -1.2097], [-2.1442, 2.5231, -2.2541], [-3.1712, 3.0038, -2.7452], [-1.5164, 1.3294, -2.9461], [-2.1170, 0.7731, -4.0700], [-1.4353, -0.1886, -4.7858], [-0.1499, -0.5294, -4.3780], [0.3562, 0.0552, -3.2267], [-0.3199, 0.9470, -2.4980], [-0.5142, 1.4973, 3.2413], [-0.9011, 1.2488, 4.5574], [-0.1023, 0.4717, 5.3711], [1.0895, -0.0121, 4.8542], [1.3706, 0.2500, 3.5265], [0.5812, 0.9508, 2.7103], [-0.9152, 5.3537, 2.4978], [-1.4526, 7.4911, 1.3389], [-2.0220, 7.4760, -1.0610], [-2.0153, 5.3245, -2.3218], [-3.0902, 1.1480, -4.3580], [-1.8757, -0.6389, -5.6674], [0.4568, -1.2145, -4.9593], [1.3666, -0.1457, -2.8982], [-1.8179, 1.7093, 4.8964], [-0.3832, 0.2698, 6.3974], [1.7857, -0.5795, 5.4587], [2.3016, -0.1171, 3.1009], [-1.7456, -1.3020, 0.2139], [-0.9390, -2.3842, -0.3799], [-1.0731, -3.6658, 0.3190], [0.2079, -2.0897, -1.0132], [0.9815, -1.1264, -0.5990], [0.7085, -2.9944, -1.8478], [1.9984, -2.7610, -2.5197], [-0.2148, -3.7756, -2.6981], [-2.7942, -1.4916, -0.0098], [-1.4661, -0.3189, -0.1988], [-1.6198, -1.2652, 1.2965], [-0.9043, -3.5040, 1.3846], [-0.3546, -4.3896, -0.0563], [-2.0783, -4.0652, 0.1864], [2.5863, -2.0274, -1.9860], [1.8271, -2.4170, -3.5355], [2.5459, -3.7022, -2.5598], [-1.1941, -3.8435, -2.2460], [0.1893, -4.7776, -2.8331], [-0.3012, -3.2942, -3.6706], [2.3756, -3.1532, 2.1731], [2.5561, -2.3746, 0.8690], [3.9626, -1.7852, 0.7742], [1.5022, -1.2695, 0.7644], [3.1619, -3.9012, 2.2817], [1.4140, -3.6714, 2.1996], [2.4180, -2.4853, 3.0340], [2.4226, -3.0766, 0.0400], [4.1486, -1.1127, 1.6153], [4.0951, -1.2087, -0.1451], [4.7201, -2.5696, 0.7966], [1.9109, -0.2832, 0.9563], [0.6760, -1.4317, 1.4530]], "e_tot_ev": -46622.74999, "homo_ev": -5.859, "de_lowest_ev": 5.467, "lumo_energy_ha": -0.026, "gap_ev": 5.15}

---

No. 4
{"formula": "C14H21N3O5S", "method": "ωB97M-V with the def2-TZVPD basis set", "symbols": ["C", "O", "C", "O", "C", "C", "C", "S", "O", "O", "N", "C", "C", "C", "N", "C", "C", "C", "C", "O", "C", "N", "C", "H", "H", "H", "H", "H", "H", "H", "H", "H", "H", "H", "H", "H", "H", "H", "H", "H", "H", "H", "H", "H"], "coordinates": [[-2.5733, -2.9491, -1.9222], [-1.3304, -2.5005, -1.4034], [-1.2981, -2.2810, -0.0744], [-2.2764, -2.4088, 0.6289], [0.0282, -1.8592, 0.3514], [1.1420, -1.6533, -0.4557], [2.1701, -1.2162, 0.3817], [3.8238, -0.7412, -0.0545], [4.4863, -0.3820, 1.1615], [4.4024, -1.7276, -0.9157], [3.6864, 0.6393, -0.9779], [2.9429, 1.7423, -0.4201], [1.4819, 1.7691, -0.8808], [0.5833, 2.6400, 0.0084], [-0.7706, 2.1499, 0.0127], [-1.6474, 2.2485, -1.1318], [-2.7236, 1.1939, -0.8506], [-2.7094, 1.0582, 0.6713], [-1.3095, 1.4966, 1.0611], [-0.7568, 1.3178, 2.1271], [1.6602, -1.1761, 1.6651], [0.3801, -1.5716, 1.6449], [-0.4607, -1.6361, 2.8112], [-3.3734, -2.2536, -1.6579], [-2.8201, -3.9331, -1.5188], [-2.4500, -3.0013, -3.0007], [1.1942, -1.8170, -1.5128], [3.5148, 0.4385, -1.9493], [3.0057, 1.6130, 0.6625], [3.4427, 2.6807, -0.6830], [1.4379, 2.1104, -1.9176], [1.0928, 0.7495, -0.8444], [0.9248, 2.5849, 1.0455], [0.5983, 3.6850, -0.3155], [-2.0762, 3.2578, -1.1900], [-1.1017, 2.0518, -2.0569], [-2.4363, 0.2468, -1.3085], [-3.6963, 1.4850, -1.2414], [-3.4255, 1.7293, 1.1494], [-2.9092, 0.0455, 1.0181], [2.1629, -0.8897, 2.5666], [-0.7853, -0.6268, 3.0758], [-1.3331, -2.2487, 2.5997], [0.1018, -2.0610, 3.6412]], "e_tot_ev": -40402.34202, "smiles": "COC(=O)c1cc(S(=O)(=O)NCCCN2CCCC2=O)cn1C", "homo_ev": -9.120, "de_lowest_ev": 0.595, "lumo_energy_ha": 0.019, "gap_ev": 9.64}

---

No. 5
{"formula": "C11H21CaF11GeN3O7S2SeTe", "method": "ωB97M-V with the def2-TZVPD basis set", "symbols": ["Ca", "C", "C", "N", "O", "C", "C", "N", "O", "H", "H", "H", "H", "H", "H", "H", "F", "C", "F", "F", "S", "O", "O", "N", "S", "O", "O", "C", "F", "F", "F", "F", "Te", "F", "F", "F", "F", "O", "C", "Ge", "C", "C", "C", "Se", "C", "H", "H", "H", "H", "H", "H", "H", "H", "H", "H", "H", "H", "H", "H"], "coordinates": [[0.3142, 0.1734, 0.9678], [1.2093, -4.1898, -1.5304], [0.1749, -3.1908, -1.0942], [-0.6547, -3.3861, -0.1432], [-0.4914, -4.5837, 0.5498], [0.1163, -1.8836, -1.7726], [0.3245, -1.7390, -3.2469], [-0.0849, -0.8588, -1.0256], [-0.1276, 0.3534, -1.5530], [1.9418, -4.3557, -0.7378], [1.7651, -3.8170, -2.3871], [0.7483, -5.1454, -1.7926], [0.4162, -4.8972, 0.4169], [0.2089, -2.6893, -3.7677], [1.3179, -1.3333, -3.4600], [-0.3945, -1.0186, -3.6392], [3.7554, 2.9371, 3.9435], [2.4860, 3.3054, 3.8468], [2.0186, 3.5879, 5.0590], [2.4060, 4.3995, 3.0876], [1.4637, 1.9890, 3.0745], [1.9739, 1.8538, 1.7232], [0.1049, 2.4705, 3.1398], [1.7357, 0.7385, 3.9651], [0.4797, -0.1418, 4.3749], [-0.3056, -0.5363, 3.2092], [-0.2317, 0.3212, 5.5222], [1.3375, -1.6796, 4.9329], [1.8374, -2.3658, 3.9228], [0.4225, -2.4299, 5.5591], [2.3055, -1.3751, 5.7955], [5.7397, -1.4703, 0.7891], [3.9110, -1.2777, 1.1195], [4.3719, 0.4149, 1.7396], [4.2979, -1.9518, 2.8131], [3.8582, -0.6263, -0.6346], [3.8389, -3.0403, 0.4745], [2.1385, -1.1792, 1.3390], [-4.8646, 1.9375, -3.2627], [-3.1433, 1.3826, -2.4634], [-3.2641, -0.5488, -2.2224], [-1.7699, 2.0089, -3.6999], [-3.2183, 2.3488, -0.7427], [-1.7698, 2.5264, 0.5461], [-0.4507, 3.3816, -0.5932], [-5.0257, 1.4222, -4.2117], [-4.8822, 3.0122, -3.4539], [-5.6985, 1.6940, -2.6014], [-2.9526, -1.0621, -3.1336], [-4.3004, -0.8229, -2.0155], [-2.6330, -0.8992, -1.4097], [-1.9839, 1.6040, -4.6918], [-0.7855, 1.6734, -3.3854], [-1.7928, 3.0983, -3.7686], [-4.0244, 1.8814, -0.1714], [-3.5524, 3.3668, -0.9557], [-0.1422, 2.6882, -1.3713], [0.3976, 3.6328, 0.0415], [-0.8733, 4.2918, -1.0136]], "total_charge": -1, "e_tot_ev": -229710.86720, "homo_ev": -5.634, "de_lowest_ev": 1.008, "lumo_energy_ha": 0.085, "gap_ev": 7.94}

---

No. 6
{"formula": "C30H48BaBrN3P2", "method": "ωB97M-V with the def2-TZVPD basis set", "symbols": ["N", "C", "C", "C", "C", "C", "C", "Ba", "P", "C", "C", "C", "C", "C", "C", "C", "Br", "H", "H", "H", "H", "H", "H", "H", "H", "H", "H", "P", "C", "C", "H", "H", "H", "H", "H", "C", "C", "H", "H", "H", "H", "H", "C", "C", "H", "H", "H", "H", "H", "C", "C", "H", "H", "H", "H", "H", "C", "C", "H", "H", "H", "H", "H", "C", "C", "H", "H", "H", "H", "H", "C", "C", "C", "C", "N", "N", "C", "H", "H", "H", "H", "H", "H", "H", "H"], "coordinates": [[-5.8110, 5.0085, -4.1567], [-5.4723, 5.5412, -2.9775], [-4.2752, 5.2083, -2.3095], [-3.2994, 4.3934, -2.9626], [-3.7085, 3.8453, -4.2121], [-4.9400, 4.2032, -4.7630], [-1.9870, 4.0487, -2.4036], [0.2795, 3.1808, -0.6730], [4.1474, 0.2660, -0.7373], [-1.2327, 2.9948, -2.9826], [-1.4084, 1.5515, -2.8052], [-0.4903, 0.6984, -3.4596], [-0.5828, -0.6730, -3.3142], [-1.3834, -1.2544, -2.2887], [-2.3856, -0.4047, -1.7307], [-2.4557, 0.9410, -2.0506], [0.7379, -0.1757, -0.5294], [-1.5347, 4.7951, -1.6857], [-0.5988, 3.2105, -3.8807], [-4.1636, 5.5510, -1.2739], [-3.1195, 3.1131, -4.7535], [-6.1964, 6.2673, -2.5732], [-5.2418, 3.8480, -5.7571], [0.3575, 1.1655, -3.9951], [-3.3152, 1.5514, -1.7258], [0.0155, -1.3148, -3.9715], [-3.0871, -0.7962, -0.9707], [-1.1653, -2.9623, -1.7056], [3.5024, 1.9642, -0.7703], [4.7308, 2.8456, -1.0820], [3.0718, 2.2040, 0.2121], [2.7174, 2.0760, -1.5388], [4.5488, 3.8957, -0.8286], [5.6002, 2.5059, -0.5003], [4.9953, 2.7885, -2.1480], [3.7252, -0.4208, -2.3696], [4.7056, -1.5285, -2.7728], [3.7882, 0.3979, -3.0969], [2.6733, -0.7361, -2.3557], [4.5004, -1.8615, -3.7949], [5.7314, -1.1486, -2.7512], [4.6460, -2.3952, -2.1060], [3.5160, -0.9767, 0.4536], [4.5464, -1.3782, 1.5152], [3.1734, -1.8804, -0.0781], [2.6210, -0.5440, 0.9424], [4.0734, -2.0666, 2.2262], [5.4059, -1.8930, 1.0644], [4.9017, -0.4904, 2.0510], [-1.0429, -3.0234, 0.0972], [-1.0355, -4.3802, 0.8163], [-1.8751, -2.3929, 0.4635], [-0.1380, -2.4425, 0.3578], [-2.0628, -4.6855, 1.0885], [-0.5408, -5.1816, 0.2336], [-0.4618, -4.2229, 1.7420], [0.1994, -3.6466, -2.6521], [-0.1866, -4.0113, -4.0882], [0.5044, -4.5266, -2.0633], [1.0295, -2.9312, -2.5772], [-0.9140, -4.8406, -4.0970], [-0.6235, -3.1665, -4.6440], [0.7131, -4.3459, -4.6109], [-2.6309, -3.8962, -2.2127], [-3.9005, -3.5846, -1.4435], [-2.3286, -4.9494, -2.1123], [-2.7559, -3.7012, -3.2815], [-4.4074, -2.7047, -1.8511], [-4.5801, -4.4414, -1.5251], [-3.7066, -3.4191, -0.3801], [-0.1937, 0.3840, 3.9006], [-1.0076, 1.1232, 2.9308], [-2.3824, 1.3432, 2.8333], [-2.5883, 2.1888, 1.7344], [-1.3833, 2.4834, 1.1618], [-0.4479, 1.8463, 1.9473], [-3.8555, 2.6719, 1.1714], [0.3454, 1.0709, 4.5720], [-0.8499, -0.2323, 4.5294], [0.5432, -0.2712, 3.4093], [-3.1204, 0.9357, 3.5059], [0.5537, 1.9638, 1.7874], [-4.6125, 2.8811, 1.9454], [-3.7249, 3.5826, 0.5696], [-4.2885, 1.8886, 0.5185]], "total_charge": 2, "e_tot_ev": -125657.81750, "homo_ev": [-11.731, -11.730], "de_lowest_ev": 0.272, "lumo_energy_ha": [-0.248, -0.274], "gap_ev": [5.00, 4.27]}

---

No. 7
{"formula": "C29H26CeF3N6O4", "method": "ωB97M-V with the def2-TZVPD basis set", "symbols": ["Ce", "O", "C", "O", "C", "C", "C", "C", "C", "N", "C", "O", "O", "H", "H", "H", "H", "C", "C", "C", "C", "C", "C", "N", "N", "C", "C", "C", "C", "C", "N", "H", "H", "H", "H", "H", "H", "H", "H", "H", "C", "C", "C", "C", "C", "N", "H", "H", "H", "H", "H", "H", "H", "H", "H", "F", "C", "F", "F", "C", "C", "C", "N", "C", "C", "H", "H", "H", "H"], "coordinates": [[0.4133, -0.2900, -0.1649], [1.3952, 3.9754, -0.6306], [1.1304, 2.7200, -0.7226], [1.1629, 1.9082, 0.2413], [0.8522, 2.2777, -2.1431], [0.8125, 3.1043, -3.2958], [0.5383, 2.4511, -4.5079], [0.3282, 1.0438, -4.5542], [0.3361, 0.3768, -3.3466], [0.6334, 0.9439, -2.2258], [-0.0187, -1.0904, -3.1912], [-0.1629, -1.8644, -4.0920], [-0.1423, -1.3729, -1.8956], [1.6627, 4.2229, 0.2773], [0.9320, 4.2219, -3.1936], [0.4227, 3.0038, -5.4312], [0.0725, 0.6248, -5.4374], [-2.7287, 1.7406, 4.2962], [-1.5953, 2.1574, 3.6581], [-0.8513, 1.2807, 2.9037], [-1.2761, -0.0540, 2.8921], [-2.3297, -0.5167, 3.6940], [-3.1695, 0.4286, 4.2418], [-0.5403, -0.9546, 2.1381], [-0.5390, -2.1308, 2.5060], [-0.0154, -3.1245, 1.6039], [-0.0977, -4.4102, 2.0453], [0.4400, -5.3543, 1.1697], [0.8660, -4.9234, -0.0959], [0.9299, -3.6166, -0.4341], [0.5702, -2.6764, 0.4734], [-3.2940, 2.4984, 4.8217], [-1.2762, 3.1924, 3.8315], [0.0243, 1.5992, 2.4155], [-2.5734, -1.5709, 3.7543], [-4.0221, 0.1363, 4.8042], [-0.5366, -4.5680, 2.9719], [0.4470, -6.3856, 1.3973], [0.9515, -5.7563, -0.7807], [1.2330, -3.2450, -1.4249], [-5.2065, 1.5722, 0.0779], [-3.9359, 2.0148, -0.6795], [-4.2036, 1.9223, -2.2370], [-3.5940, 3.4586, -0.2631], [-2.8082, 1.2046, -0.3948], [-1.8539, 0.6275, -0.1451], [-5.8717, 2.4206, -0.3104], [-5.1720, 1.6413, 1.1794], [-5.5058, 0.5235, -0.1105], [-4.8357, 2.7777, -2.5014], [-4.6449, 0.9891, -2.5565], [-3.2821, 2.1889, -2.7543], [-4.4797, 4.1503, -0.2486], [-2.7736, 3.8403, -0.8398], [-3.1272, 3.5104, 0.7313], [7.1226, -3.4841, -0.1355], [6.8864, -2.2864, 0.4353], [7.1918, -2.4036, 1.7503], [7.6643, -1.3582, -0.0908], [5.4493, -1.7913, 0.2541], [4.6105, -1.5718, 1.3218], [3.3318, -1.0659, 1.0967], [2.8697, -0.8791, -0.1723], [3.7217, -1.0950, -1.1950], [5.0410, -1.5418, -1.0068], [4.8960, -1.7441, 2.3681], [2.5997, -0.9154, 1.9097], [3.2956, -1.0123, -2.1546], [5.6291, -1.6964, -1.8976]], "total_charge": 3, "e_tot_ev": -68683.14815, "homo_ev": -17.044, "de_lowest_ev": 1.241, "lumo_energy_ha": -0.415, "gap_ev": 5.75}

---

> Number 2 is which compound?

C3H4Br2S